Entry 1:
A single C17H17ClN2O4S molecule. Source: the Open Molecules 2025 dataset; level of theory: the ωB97M-V functional and the def2-TZVPD basis.

Results
**LUMO**: 0.528 eV
**Molecular weight**: 380.85 g mol⁻¹
**HOMO energy**: -8.921 eV
**Energy above the lowest of the compared OMol25 structures with the same formula, charge and spin**: 0.106 eV
**HOMO-LUMO gap**: 9.45 eV
**Total charge**: 0
**SMILES**: CC(=O)N1CCOc2ccc(S(=O)(=O)NCc3ccccc3Cl)cc21

```
42
Properties=species:S:1:pos:R:3:forces:R:3
C -2.567 -2.675 -0.867 -0.13 -0.13 -0.14
C -3.800 -1.965 -0.373 0.19 -0.08 -0.14
O -4.909 -2.439 -0.498 -0.14 -0.24 -0.09
N -3.644 -0.726 0.202 -0.31 0.25 0.19
C -4.832 0.083 0.418 -0.23 0.24 -0.15
C -4.731 1.301 -0.493 -0.46 -0.40 0.01
O -3.584 2.071 -0.182 0.39 0.09 0.12
C -2.481 1.390 0.214 0.26 -0.04 0.01
C -1.336 2.148 0.453 -0.18 -0.13 -0.01
C -0.168 1.544 0.876 0.02 0.06 0.03
C -0.164 0.178 1.086 0.59 -0.22 0.11
S 1.315 -0.666 1.608 -0.06 -0.27 -0.31
O 2.336 0.299 1.906 -0.31 0.13 -0.11
O 0.997 -1.651 2.597 -0.16 -0.19 -0.04
N 1.649 -1.532 0.206 -0.38 0.19 0.81
C 2.093 -0.754 -0.934 0.09 0.29 -0.23
C 3.333 0.068 -0.686 0.20 -0.01 -0.24
C 3.293 1.454 -0.763 0.11 -0.12 -0.08
C 4.416 2.219 -0.506 -0.03 0.09 -0.02
C 5.607 1.604 -0.164 -0.01 0.00 0.01
C 5.676 0.225 -0.092 0.00 -0.08 0.02
C 4.545 -0.527 -0.357 -0.03 0.42 -0.09
Cl 4.669 -2.253 -0.275 0.12 -0.35 -0.02
C -1.288 -0.591 0.877 -0.24 0.16 0.02
C -2.459 -0.007 0.406 0.44 0.13 0.04
H -2.873 -3.333 -1.678 -0.03 0.04 0.03
H -1.803 -1.985 -1.214 0.09 -0.02 -0.01
H -2.155 -3.297 -0.076 0.08 -0.02 0.05
H -4.877 0.397 1.465 -0.05 -0.03 -0.06
H -5.705 -0.522 0.172 0.12 0.15 0.06
H -4.681 0.974 -1.539 -0.02 0.04 0.12
H -5.584 1.971 -0.367 0.07 -0.10 -0.02
H -1.395 3.213 0.295 0.00 0.12 -0.02
H 0.731 2.106 1.068 0.09 0.15 0.00
H 2.274 -2.296 0.428 0.01 -0.12 0.19
H 2.266 -1.452 -1.760 -0.13 0.08 0.10
H 1.266 -0.091 -1.203 0.12 -0.02 -0.19
H 2.361 1.935 -1.023 -0.13 0.05 -0.01
H 4.359 3.295 -0.565 0.00 0.10 -0.01
H 6.485 2.195 0.048 0.08 0.05 0.01
H 6.599 -0.269 0.171 0.06 -0.06 0.01
H -1.234 -1.638 1.119 -0.13 -0.19 -0.02
```
Forces are in eV/Å.

Löwdin analysis output, partial charges in e: C 0.015; C -0.465; O 0.066; N 0.005; C -0.091; C -0.133; O -0.010; C -0.186; C 0.024; C -0.053; C -0.284; S 0.659; O -0.272; O -0.283; N -0.139; C -0.207; C -0.262; C -0.047; C -0.071; C -0.076; C -0.099; C -0.596; Cl 0.739; C 0.006; C -0.124; H 0.091; H 0.079; H 0.092; H 0.144; H 0.128; H 0.139; H 0.132; H 0.125; H 0.113; H 0.055; H 0.126; H 0.117; H 0.111; H 0.105; H 0.106; H 0.105; H 0.117

Entry 2:
C35H44ClO8P3Sn as an isolated structure at a distorted geometry. Source: the Open Molecules 2025 dataset; level of theory: the ωB97M-V functional and the def2-TZVPD basis.

Results
**LUMO**: -8.529 eV
**Molecular weight**: 839.82 g mol⁻¹
**HOMO energy**: -14.359 eV
**Energy above the lowest of the compared OMol25 structures with the same formula, charge and spin**: 1.775 eV
**HOMO-LUMO gap**: 5.83 eV
**Total charge**: +2

```
92
Properties=species:S:1:pos:R:3:forces:R:3
Sn 0.477 -0.259 0.081 -1.02 -0.78 0.80
O 0.192 -3.965 1.490 0.41 -1.57 -0.01
Cl -0.296 -2.674 1.642 0.71 -1.45 -0.20
O -1.294 -2.525 2.565 -1.57 0.16 1.50
O 0.829 -1.791 1.910 1.21 2.13 -0.18
O -0.750 -2.228 0.303 0.04 2.06 -1.90
C 3.208 -0.654 -2.581 0.00 -0.15 -0.01
C 2.016 -0.183 -3.421 -0.18 -0.15 0.45
P 0.305 -0.454 -2.732 0.10 0.47 -0.26
C -0.713 0.880 -3.420 0.05 -0.22 0.55
C -1.319 0.764 -4.672 0.15 -0.08 0.09
C -2.056 1.827 -5.164 0.02 0.01 -0.08
C -2.207 2.987 -4.419 0.05 -0.05 0.12
C -1.605 3.102 -3.174 0.06 0.04 0.07
C -0.857 2.052 -2.675 0.11 -0.22 0.09
C -0.306 -2.050 -3.284 -0.03 0.24 0.52
C -1.692 -2.213 -3.370 0.04 0.19 -0.01
C -2.221 -3.451 -3.670 -0.01 -0.11 0.03
C -1.380 -4.544 -3.840 0.02 0.14 0.08
C -0.003 -4.383 -3.759 0.01 -0.08 0.02
C 0.541 -3.145 -3.473 0.08 0.17 -0.04
C 3.653 0.336 -1.492 -0.24 -0.12 0.52
P 3.271 -0.275 0.216 -0.19 0.70 -0.31
C 3.622 0.974 1.457 -0.34 -0.25 -0.05
C 3.201 0.630 2.749 0.06 -0.11 -0.17
C 3.345 1.538 3.779 0.00 0.04 0.01
C 3.899 2.787 3.527 -0.06 -0.12 -0.12
C 4.299 3.133 2.242 -0.01 0.08 0.04
C 4.148 2.241 1.195 0.02 -0.26 -0.14
C 4.247 -1.776 0.526 -0.68 0.15 0.02
C 3.706 -3.056 0.438 -0.11 0.01 -0.03
C 4.515 -4.154 0.681 -0.07 0.02 -0.01
C 5.852 -3.978 1.005 -0.13 0.03 -0.03
C 6.385 -2.701 1.087 0.10 0.12 0.02
C 5.590 -1.592 0.862 -0.12 0.15 -0.08
H 4.043 -0.806 -3.270 -0.06 -0.07 0.11
H 2.994 -1.629 -2.131 0.13 -0.10 -0.14
H 2.013 -0.707 -4.381 -0.13 0.06 0.01
H 2.101 0.887 -3.625 -0.14 -0.07 -0.04
H -1.206 -0.138 -5.252 -0.04 -0.08 -0.09
H -2.512 1.751 -6.138 -0.07 -0.03 -0.10
H -2.802 3.802 -4.799 -0.05 0.08 -0.08
H -1.725 4.001 -2.588 -0.01 0.06 0.02
H -0.392 2.125 -1.696 -0.12 0.13 0.02
H -2.339 -1.360 -3.224 -0.12 -0.02 0.05
H -3.290 -3.570 -3.757 -0.10 -0.02 0.01
H -1.799 -5.523 -4.016 -0.01 -0.05 -0.11
H 0.647 -5.231 -3.909 0.07 -0.07 -0.02
H 1.614 -3.031 -3.421 0.09 -0.04 0.03
H 3.162 1.305 -1.616 0.10 0.06 0.05
H 4.734 0.495 -1.535 -0.07 0.04 0.11
H 2.751 -0.344 2.919 0.03 0.04 0.17
H 3.016 1.278 4.772 -0.04 -0.03 0.11
H 4.002 3.501 4.330 0.04 0.04 0.07
H 4.723 4.107 2.055 0.04 0.08 -0.03
H 4.454 2.522 0.198 0.04 0.04 -0.07
H 2.657 -3.198 0.214 -0.07 -0.06 0.02
H 4.093 -5.146 0.637 -0.04 -0.10 -0.02
H 6.477 -4.836 1.207 0.03 -0.04 0.00
H 7.425 -2.562 1.341 0.08 0.01 0.02
H 6.002 -0.596 0.939 0.10 0.08 0.09
C -3.290 -0.008 -0.561 0.18 -0.01 0.41
C -3.809 -0.412 0.818 -0.94 -0.28 -0.52
C -4.244 -1.877 0.818 0.28 0.31 0.12
C -4.962 0.487 1.255 0.34 -0.04 -0.05
O -2.753 -0.356 1.800 0.36 0.17 0.05
P -1.790 0.809 2.187 -0.66 1.25 1.17
O -1.040 0.560 3.413 0.31 -0.46 -0.14
O -0.842 1.086 0.940 2.33 -1.41 -2.30
O -2.613 2.178 2.130 0.70 -1.66 -0.97
C -2.820 3.011 3.271 -0.37 1.69 0.82
C -1.526 3.751 3.619 -0.14 -0.50 -0.14
C -3.327 2.198 4.445 0.15 -0.30 -0.06
C -3.860 4.038 2.790 0.29 -0.56 0.18
H -4.084 -0.121 -1.296 -0.04 -0.02 -0.07
H -2.451 -0.661 -0.832 -0.08 0.04 -0.10
H -2.962 1.029 -0.546 0.01 0.10 -0.15
H -5.105 -2.016 0.171 -0.08 -0.01 -0.06
H -4.499 -2.178 1.830 -0.11 -0.04 0.06
H -3.426 -2.504 0.476 0.05 -0.13 -0.08
H -5.808 0.367 0.584 -0.08 -0.07 -0.07
H -4.647 1.527 1.245 -0.13 0.05 0.01
H -5.269 0.213 2.261 -0.09 0.01 0.10
H -0.764 3.027 3.894 0.16 -0.01 0.12
H -1.701 4.424 4.452 0.00 0.08 0.09
H -1.180 4.325 2.764 0.03 0.12 -0.12
H -2.591 1.441 4.715 -0.06 0.15 0.18
H -4.244 1.679 4.180 -0.25 0.04 0.00
H -3.507 2.837 5.303 -0.09 0.11 0.08
H -3.507 4.513 1.880 0.04 0.12 -0.11
H -4.015 4.796 3.550 -0.06 0.09 0.11
H -4.802 3.540 2.584 -0.21 -0.01 -0.02
```
Forces are in eV/Å.

Löwdin analysis output, partial charges in e: Sn 1.337; O -0.221; Cl 0.654; O -0.178; O -0.431; O -0.436; C -0.282; C -0.281; P 1.055; C -0.374; C -0.069; C -0.038; C -0.030; C -0.043; C -0.104; C -0.369; C -0.087; C -0.031; C -0.020; C -0.041; C -0.070; C -0.304; P 1.056; C -0.392; C -0.081; C -0.030; C -0.025; C -0.047; C -0.071; C -0.343; C -0.079; C -0.038; C -0.029; C -0.040; C -0.065; H 0.130; H 0.082; H 0.108; H 0.101; H 0.116; H 0.122; H 0.122; H 0.121; H 0.082; H 0.101; H 0.123; H 0.124; H 0.121; H 0.103; H 0.091; H 0.109; H 0.107; H 0.125; H 0.123; H 0.120; H 0.107; H 0.095; H 0.121; H 0.124; H 0.122; H 0.117; C -0.026; C -0.589; C -0.005; C -0.006; O -0.148; P 0.301; O -0.214; O -0.405; O -0.158; C -0.625; C -0.019; C -0.017; C -0.013; H 0.104; H 0.046; H 0.079; H 0.097; H 0.103; H 0.073; H 0.100; H 0.070; H 0.100; H 0.073; H 0.095; H 0.088; H 0.074; H 0.088; H 0.101; H 0.087; H 0.095; H 0.081

Entry 3:
A 3-piece molecular cluster, C4H14N2O2 overall at a distorted geometry. Source: the Open Molecules 2025 dataset; level of theory: the ωB97M-V functional and the def2-TZVPD basis.

Results
**Expectation value of S²**: 0.7569
**LUMO (spin up / spin down)**: -3.394 / -7.193 eV
**Spin multiplicity**: 2
**Molecular weight**: 122.17 g mol⁻¹
**HOMO energy (spin up / spin down)**: -14.490 / -14.527 eV
**Energy above the lowest of the compared OMol25 structures with the same formula, charge and spin**: 1.732 eV
**HOMO-LUMO gap (spin up / spin down)**: 11.10 / 7.33 eV
**Total charge**: +1

```
22
Properties=species:S:1:pos:R:3:forces:R:3
C -2.342 -0.021 -0.340 0.51 -0.40 -0.81
C -1.608 -0.816 0.760 -0.18 -2.03 -2.00
C -0.061 -0.789 0.845 -1.71 -0.96 -0.86
C 0.543 0.425 1.046 0.63 2.74 0.65
N 1.913 0.683 1.253 -2.43 -0.66 -0.56
N 0.586 -1.918 0.636 1.82 2.39 1.00
H -3.412 -0.029 -0.249 -0.52 -0.15 0.86
H -2.235 -0.489 -1.321 0.56 0.00 0.07
H -2.079 1.003 -0.463 0.33 0.82 0.17
H -2.003 -1.869 0.519 1.09 1.12 0.84
H -1.972 -0.566 1.713 -0.49 0.44 1.43
H -0.176 1.293 1.072 1.00 -0.77 -0.38
H 2.076 1.653 1.089 0.37 0.79 0.11
H 2.188 0.440 2.185 0.76 -0.54 0.47
H 0.008 -2.673 0.630 -1.51 -2.99 -0.35
H 1.576 -2.059 0.862 -0.42 0.21 -0.40
H -0.353 1.566 -1.251 -0.28 -0.32 1.78
H 0.504 1.118 -2.416 1.12 -0.61 -0.54
O -0.176 1.704 -2.149 -0.97 1.27 -1.54
H 1.668 0.201 -1.360 -2.97 -1.27 1.78
H 2.986 0.724 -1.170 -0.32 -0.27 -1.50
O 2.368 0.421 -1.890 3.62 1.18 -0.25
```
Forces are in eV/Å.

Löwdin analysis output, partial charges in e: C -0.072; C -0.133; C -0.243; C -0.059; N 0.135; N 0.275; H 0.086; H 0.096; H 0.051; H 0.151; H 0.105; H 0.166; H 0.107; H 0.120; H 0.096; H 0.167; H -0.047; H -0.002; O 0.007; H -0.067; H 0.078; O -0.016

Entry 4:
An isolated ion of composition C5H12NO5 and charge -1 at a distorted geometry. Source: the Open Molecules 2025 dataset; level of theory: the ωB97M-V functional and the def2-TZVPD basis.

Results
**LUMO**: 3.855 eV
**Molecular weight**: 166.15 g mol⁻¹
**HOMO energy**: -3.777 eV
**Energy above the lowest of the compared OMol25 structures with the same formula, charge and spin**: 0.000 eV
**HOMO-LUMO gap**: 7.63 eV
**Total charge**: -1
**SMILES**: CN(O)CC(O)(O)[C@@](C)([O-])O

```
23
Properties=species:S:1:pos:R:3:forces:R:3
C -2.376 -1.613 -1.300 -1.22 -0.08 0.16
N -1.151 -1.026 -0.970 1.01 -2.44 -1.14
O -0.432 -1.875 -0.103 -1.22 -0.79 0.49
C -1.040 0.291 -0.630 0.52 2.29 2.34
C 0.456 0.651 -0.433 1.48 0.67 -4.60
O 1.147 -0.095 -1.487 1.97 -1.33 3.13
O 0.608 1.958 -0.882 -0.41 2.95 1.10
C 1.314 0.402 0.819 -1.79 2.51 0.68
C 0.632 0.707 2.086 -1.46 0.21 2.29
O 1.725 -0.794 0.830 2.47 -3.09 -0.65
O 2.407 1.462 0.753 0.81 -1.50 -0.72
H -2.301 -2.630 -1.684 0.53 0.06 -0.26
H -3.096 -1.720 -0.477 -0.14 0.17 0.59
H -2.878 -0.987 -2.035 0.04 0.04 -0.25
H 0.453 -1.485 0.105 0.06 -0.07 0.01
H -1.482 0.577 0.376 -0.46 -0.13 -0.69
H -1.418 0.928 -1.445 0.07 -0.14 0.44
H 1.792 -0.627 -0.768 -1.51 0.72 -2.33
H 1.250 2.488 -0.309 -0.99 -1.68 -0.88
H 1.418 0.775 2.819 0.26 -0.26 0.56
H 0.085 1.618 2.194 -0.21 1.23 -0.52
H -0.139 -0.020 2.426 0.86 -0.15 -0.60
H 3.027 1.016 0.115 -0.68 0.79 0.82
```
Forces are in eV/Å.

Löwdin analysis output, partial charges in e: C -0.111; N -0.284; O -0.035; C -0.134; C -0.497; O -0.082; O -0.027; C -0.752; C -0.030; O -0.110; O -0.067; H 0.078; H 0.069; H 0.081; H 0.033; H 0.134; H 0.137; H 0.129; H 0.116; H 0.077; H 0.066; H 0.099; H 0.110

Entry 5:
An isolated ion of composition C4H9OS and charge -1 at a distorted geometry. Source: the Open Molecules 2025 dataset; level of theory: the ωB97M-V functional and the def2-TZVPD basis.

Results
**LUMO**: 3.029 eV
**Molecular weight**: 105.18 g mol⁻¹
**HOMO energy**: -2.357 eV
**Energy above the lowest of the compared OMol25 structures with the same formula, charge and spin**: 1.626 eV
**HOMO-LUMO gap**: 5.39 eV
**Total charge**: -1
**SMILES**: [O-]CCCCS

```
15
Properties=species:S:1:pos:R:3:forces:R:3
O -2.045 2.166 0.828 -0.41 -0.50 -0.47
C -1.583 0.990 1.244 1.05 0.09 0.26
C -0.082 0.691 0.791 -0.87 -0.21 -1.30
C 0.067 -0.213 -0.468 -0.71 -0.81 1.53
C 1.491 -0.565 -0.852 0.05 0.55 -0.11
S 1.556 -2.056 -1.890 0.85 -0.50 -0.09
H -2.096 0.007 0.992 -0.47 0.40 -0.27
H -1.516 0.932 2.365 -0.02 -0.09 0.12
H 0.306 1.678 0.536 0.54 0.01 0.80
H 0.334 0.085 1.603 0.75 0.61 0.09
H -0.357 -1.150 -0.076 -0.08 -0.12 -0.46
H -0.556 0.042 -1.328 0.16 0.47 0.01
H 2.094 -0.770 0.036 -0.23 -0.32 0.05
H 2.040 0.246 -1.338 -0.31 0.02 -0.25
H 0.346 -2.084 -2.442 -0.30 0.39 0.10
```
Forces are in eV/Å.

Löwdin analysis output, partial charges in e: O -0.360; C -0.583; C -0.214; C -0.330; C -0.600; S 0.634; H 0.072; H 0.061; H 0.092; H 0.087; H 0.085; H 0.108; H 0.061; H 0.060; H -0.171

> Among the records above, which one has the highest molecular weight?

C35H44ClO8P3Sn

> The highest molecular weight belongs to which entry?

C35H44ClO8P3Sn

> What is the total charge in the fourth record?

-1